[1]
DFT (ωB97M-V with the def2-TZVPD basis set) results for a 2-piece molecular cluster, C5H13N2 overall at a distorted geometry.

Output
Charge: +1
Relative energy (zero: lowest compared OMol25 entry of this formula, charge and spin) (kcal per mole): 168.9
2S+1: 1
Energy (eV): -8363.48576
HOMO-LUMO gap (spin up / spin down) (eV): 7.3 / 8.8
HOMO level (spin up / spin down) (eV): -11.46 / -12.39

Bonds (Å) are listed after each position.
CARTESIAN COORDINATES (ANGSTROEM)
1 C -1.246 0.552 -1.130  C2 1.518, C3 1.427, H8 1.151, H9 1.134
2 C -1.458 -0.358 0.066  C1 1.518, C3 1.451, C4 1.533, H10 1.179
3 C -0.960 0.999 0.195  C1 1.427, C2 1.451, H11 1.002
4 C -2.790 -0.708 0.739  C2 1.533, H12 1.090, H13 1.129, H14 1.066
5 C 1.890 0.557 -0.121  N6 1.361, N7 1.555, H15 1.107
6 N 1.768 -0.158 -1.273  C5 1.361, H16 0.980, H17 1.074
7 N 2.730 -0.136 0.988  C5 1.555, H18 1.103, H19 1.059, H20 1.075
8 H -0.400 0.289 -1.864  C1 1.151
9 H -2.011 1.256 -1.582  C1 1.134
10 H -0.674 -1.229 0.197  C2 1.179
11 H -1.310 1.676 0.846  C3 1.002
12 H -3.061 -1.751 0.584  C4 1.090
13 H -3.641 -0.092 0.326  C4 1.129
14 H -2.666 -0.693 1.798  C4 1.066
15 H 2.275 1.594 -0.158  C5 1.107
16 H 1.768 0.076 -2.224  N6 0.980
17 H 1.190 -1.046 -1.103  N6 1.074
18 H 2.281 0.383 1.852  N7 1.103
19 H 3.744 -0.027 0.705  N7 1.059
20 H 2.569 -1.185 1.158  N7 1.075

From a Löwdin analysis of the wavefunction, the atomic charges in e read: -0.14, -0.35, -0.03, -0.06, -0.21, 0.04, 0.13, 0.10, 0.14, 0.15, 0.07, 0.07, 0.11, 0.06, 0.12, 0.09, 0.13, 0.21, 0.18, 0.18


[2]
DFT (ωB97M-V with the def2-TZVPD basis set) results for an isolated ion of composition C5H13N2 and charge +1 at a distorted geometry.

Output
Charge: +1
Relative energy (zero: lowest compared OMol25 entry of this formula, charge and spin) (kcal per mole): 139.4
2S+1: 1
Energy (eV): -8364.76745
HOMO-LUMO gap (eV): 6.6
HOMO level (eV): -14.37

Bonds (Å) are listed after each position.
CARTESIAN COORDINATES (ANGSTROEM)
1 C 2.372 -0.826 -1.227  C2 1.534, H8 1.061, H9 1.085, H10 1.100
2 C 0.868 -0.864 -0.928  C1 1.534, C3 1.574, N7 1.461, H11 1.083
3 C 0.367 -0.406 0.492  C2 1.574, C4 1.484, H12 1.135, H13 1.035
4 C -1.117 -0.389 0.537  C3 1.484, C5 1.535, H15 1.111
5 C -1.889 0.601 1.421  C4 1.535, N6 1.562, H16 1.094, H17 1.097
6 N -1.252 2.005 1.674  C5 1.562, H18 1.042, H19 1.014
7 N 0.179 0.080 -1.803  C2 1.461, H14 1.067, H20 1.075
8 H 2.964 -1.698 -1.103  C1 1.061
9 H 2.865 -0.116 -0.571  C1 1.085
10 H 2.544 -0.464 -2.251  C1 1.100
11 H 0.444 -1.861 -0.959  C2 1.083
12 H 0.986 -0.874 1.320  C3 1.135
13 H 0.712 0.570 0.504  C3 1.035
14 H -0.363 -0.439 -2.562  N7 1.067
15 H -1.579 -1.399 0.575  C4 1.111
16 H -2.074 0.194 2.419  C5 1.094
17 H -2.910 0.757 1.049  C5 1.097
18 H -0.493 2.203 0.988  N6 1.042
19 H -2.027 2.638 1.513  N6 1.014
20 H -0.595 0.288 -1.087  N7 1.075

From a Löwdin analysis of the wavefunction, the atomic charges in e read: -0.03, -0.42, -0.15, 0.14, -0.15, 0.03, 0.10, 0.07, 0.08, 0.10, 0.13, 0.20, 0.08, 0.14, 0.16, 0.16, 0.14, 0.08, 0.07, 0.06


[3]
DFT (ωB97M-V with the def2-TZVPD basis set) results for an isolated ion of composition C5H13N2 and charge +1 at a distorted geometry.

Output
Charge: +1
Relative energy (zero: lowest compared OMol25 entry of this formula, charge and spin) (kcal per mole): 43.2
2S+1: 1
SMILES: CN/C=C/CC[NH3+]
Energy (eV): -8368.93823
HOMO-LUMO gap (eV): 8.3
HOMO level (eV): -11.60

Bonds (Å) are listed after each position.
CARTESIAN COORDINATES (ANGSTROEM)
1 C -3.242 -0.197 -0.998  N2 1.470, H8 1.094, H9 1.085, H10 1.089
2 N -2.206 0.395 -0.141  C1 1.470, C3 1.355, H11 1.011
3 C -0.903 0.348 -0.512  N2 1.355, C4 1.341, H12 1.089
4 C 0.162 0.843 0.134  C3 1.341, C5 1.514, H13 1.083
5 C 1.566 0.632 -0.394  C4 1.514, C6 1.521, H14 1.104, H15 1.093
6 C 2.182 -0.659 0.124  C5 1.521, N7 1.510, H16 1.088, H17 1.089
7 N 1.944 -0.708 1.614  C6 1.510, H18 1.025, H19 1.022, H20 1.018
8 H -3.801 0.584 -1.522  C1 1.094
9 H -2.772 -0.846 -1.730  C1 1.085
10 H -3.978 -0.681 -0.358  C1 1.089
11 H -2.478 1.244 0.335  N2 1.011
12 H -0.730 -0.225 -1.421  C3 1.089
13 H 0.005 1.515 0.969  C4 1.083
14 H 2.252 1.456 -0.132  C5 1.104
15 H 1.553 0.626 -1.487  C5 1.093
16 H 1.649 -1.514 -0.287  C6 1.088
17 H 3.240 -0.801 -0.093  C6 1.089
18 H 0.940 -0.868 1.748  N7 1.025
19 H 2.097 0.220 2.014  N7 1.022
20 H 2.519 -1.365 2.138  N7 1.018

From a Löwdin analysis of the wavefunction, the atomic charges in e read: -0.07, -0.07, -0.18, -0.15, -0.20, -0.15, 0.18, 0.09, 0.08, 0.08, 0.14, 0.13, 0.10, 0.12, 0.12, 0.13, 0.13, 0.16, 0.17, 0.17